Entry 1:
{"formula": "C23H41DyN2P3S", "method": "ωB97M-V/def2-TZVPD", "symbols": ["Dy", "S", "P", "P", "P", "N", "N", "C", "C", "C", "C", "C", "C", "C", "C", "C", "C", "C", "C", "C", "C", "C", "C", "C", "C", "C", "C", "C", "C", "C", "H", "H", "H", "H", "H", "H", "H", "H", "H", "H", "H", "H", "H", "H", "H", "H", "H", "H", "H", "H", "H", "H", "H", "H", "H", "H", "H", "H", "H", "H", "H", "H", "H", "H", "H", "H", "H", "H", "H", "H", "H"], "xyz": [[-0.531, -0.263, -0.011], [-0.586, -1.965, -1.913], [0.719, 1.581, -1.835], [2.093, 0.691, 1.341], [-2.311, 1.682, 0.648], [-0.598, -0.293, 2.572], [0.327, -0.983, 7.895], [2.105, 0.845, -2.767], [-1.925, -2.712, -4.346], [1.584, -3.020, 0.806], [-0.515, 0.788, 3.408], [0.054, -4.004, -3.817], [-0.177, -0.641, 5.353], [-0.262, -1.752, 4.505], [0.074, -0.796, 6.766], [1.791, 2.457, 1.798], [-3.752, 1.270, -0.397], [-0.299, 0.638, 4.776], [3.754, 0.779, 0.586], [0.443, -3.733, 0.650], [1.386, 3.249, -1.516], [-0.850, -2.970, -3.469], [-0.483, 1.934, -3.179], [-2.015, 3.419, 0.203], [-1.861, -3.187, -5.665], [0.101, -4.462, -5.139], [-0.392, -1.517, 3.139], [-0.798, -3.995, -6.100], [2.618, 0.082, 3.001], [-3.166, 1.931, 2.244], [0.207, -4.451, -0.143], [-1.388, 1.313, -3.091], [2.170, -2.814, 1.718], [-1.173, 3.820, 0.773], [-2.914, 3.995, 0.447], [1.729, 3.635, -2.478], [0.702, -4.451, -3.054], [-2.549, 2.503, 2.938], [-0.674, -4.295, -7.149], [2.511, -1.009, 3.027], [1.968, 0.514, 3.767], [3.840, 1.635, -0.083], [2.749, 2.977, 1.932], [-3.491, 1.192, -1.455], [2.078, -2.638, -0.100], [-2.647, -2.894, -6.365], [-0.638, 1.769, 2.927], [-0.237, 1.554, 5.360], [-1.786, -1.147, -1.410], [1.230, 2.969, 1.006], [-0.278, -2.413, 2.530], [-3.347, 0.967, 2.723], [-4.150, 0.288, -0.127], [2.235, 3.159, -0.822], [3.659, 0.370, 3.201], [-0.733, 3.009, -3.181], [2.017, 1.096, -3.832], [-4.518, 2.040, -0.251], [1.207, 2.515, 2.724], [3.954, -0.151, 0.051], [-1.760, 3.548, -0.851], [-0.225, -2.798, 4.858], [2.117, -0.243, -2.632], [3.036, 1.283, -2.390], [0.880, -5.170, -5.400], [-0.029, 1.698, -4.150], [-2.815, -2.128, -4.071], [0.585, 3.894, -1.127], [4.516, 0.875, 1.361], [-4.102, 2.471, 2.067], [-0.463, -3.539, 1.218]], "homo_lumo_gap_ha": [0.24500, 0.24972], "spin_multiplicity": 6, "total_charge": 3, "homo_ev": [-17.10, -17.12], "largest_force_ev_per_a": 4.3}



Entry 2:
{"formula": "C2H7N", "method": "ωB97M-V/def2-TZVPD", "symbols": ["N", "C", "C", "H", "H", "H", "H", "H", "H", "H"], "xyz": [[0.424, -0.003, 0.535], [-0.973, -0.424, 0.687], [0.860, 0.216, -0.869], [0.061, 0.764, -1.453], [1.692, 1.048, -1.015], [1.161, -0.770, -1.278], [0.317, 0.906, 0.872], [-0.940, -0.320, 1.764], [-1.786, 0.072, 0.078], [-0.817, -1.488, 0.680]], "homo_lumo_gap_ha": 0.38627, "smiles": "CNC", "homo_ev": -9.34, "largest_force_ev_per_a": 2.6}



Entry 3:
{"formula": "C6H10O", "method": "ωB97M-V/def2-TZVPD", "symbols": ["O", "C", "C", "C", "C", "C", "C", "H", "H", "H", "H", "H", "H", "H", "H", "H", "H"], "xyz": [[0.820, -0.358, -0.963], [-1.002, -0.730, 0.626], [1.479, 0.201, 0.197], [-1.422, 0.551, -1.540], [0.403, 1.205, 0.306], [-0.436, 0.219, -0.447], [1.737, -0.840, 1.177], [-2.039, -0.479, 0.854], [-1.642, -0.362, -2.105], [2.339, -1.667, 0.848], [1.653, -0.642, 2.241], [2.422, 0.717, -0.070], [-0.926, -1.790, 0.364], [-2.359, 0.928, -1.116], [-1.012, 1.291, -2.227], [0.423, 2.286, 0.302], [-0.437, -0.531, 1.552]], "homo_lumo_gap_ha": [0.31032, 0.31248], "homo_ev": [-8.08, -8.22], "largest_force_ev_per_a": 2.0}



Entry 4:
{"formula": "C9H25LiNO9", "method": "ωB97M-V/def2-TZVPD", "symbols": ["O", "O", "O", "O", "O", "O", "O", "O", "O", "N", "C", "C", "C", "C", "C", "C", "C", "C", "C", "Li", "H", "H", "H", "H", "H", "H", "H", "H", "H", "H", "H", "H", "H", "H", "H", "H", "H", "H", "H", "H", "H", "H", "H", "H", "H"], "xyz": [[0.151, 2.179, 1.288], [-1.265, 1.983, 3.028], [-2.295, -2.504, -2.350], [-0.491, -3.381, -3.293], [2.236, -0.498, 1.234], [-0.276, -1.850, -1.655], [-3.475, -1.122, 0.460], [-1.832, 3.192, 1.269], [1.263, 1.458, -1.482], [3.258, 1.979, 0.546], [1.024, -1.679, -2.167], [-1.111, -2.590, -2.442], [-3.075, 3.387, 1.922], [-0.310, 1.260, 3.764], [-0.877, 2.483, 1.813], [-1.219, -4.302, -4.085], [-2.510, -0.802, 1.382], [1.624, 1.963, -2.714], [1.901, -1.769, 1.682], [0.683, 0.305, -0.030], [-2.916, -0.637, 2.405], [2.570, -2.522, 1.234], [0.356, 0.653, 3.145], [1.776, -1.376, -1.443], [-3.013, 3.854, 2.905], [1.064, 1.617, -3.596], [3.056, 2.743, 1.180], [-1.640, -5.021, -3.377], [1.569, 3.065, -2.646], [-2.077, 0.165, 1.034], [4.240, 2.061, 0.311], [-1.693, -1.538, 1.536], [1.079, -1.071, -3.076], [1.972, -1.782, 2.784], [0.872, -2.123, 1.506], [-0.895, 0.545, 4.345], [-2.014, -3.846, -4.669], [2.981, 1.064, 1.009], [2.685, 1.727, -2.937], [0.297, 1.842, 4.462], [-3.640, 4.048, 1.268], [2.659, 1.846, -0.297], [1.377, -2.625, -2.601], [-3.602, 2.439, 2.025], [-0.468, -4.819, -4.676]], "homo_lumo_gap_ha": 0.13704, "total_charge": -1, "homo_ev": -1.72, "largest_force_ev_per_a": 2.8}



Energy relative to the best compared isomer or geometry (same formula, charge and spin) per entry: 257.4, 141.8, 462.0, 0.0 kJ/mol